Here is a structure of composition C67H62BKN2O5P2S3 from OMol25. Energies are from ωB97M-V/def2-TZVPD.

```
143
C67H62BKN2O5P2S3, DFT ωB97M-V/def2-TZVPD
K 0.420 0.053 -0.353
O -2.418 -2.025 -0.415
S -2.176 -1.156 0.764
C -3.750 -0.310 1.049
C -4.685 -0.706 1.995
C -5.913 -0.067 2.060
C -6.208 0.960 1.175
C -5.264 1.362 0.244
C -4.015 0.748 0.178
P -2.712 1.345 -0.984
C -2.809 3.138 -0.666
C -2.594 4.056 -1.697
C -2.587 5.419 -1.438
C -2.768 5.889 -0.146
C -2.949 4.985 0.891
C -2.966 3.622 0.635
C -3.537 1.131 -2.592
C -4.466 2.011 -3.146
C -5.047 1.729 -4.373
C -4.711 0.566 -5.053
C -3.795 -0.319 -4.505
C -3.207 -0.036 -3.280
C -2.101 -2.205 2.207
C -2.808 -3.396 2.227
C -2.686 -4.240 3.317
C -1.854 -3.881 4.371
C -1.128 -2.702 4.325
C -1.227 -1.840 3.231
P -0.142 -0.364 3.022
C 1.162 -0.721 4.247
C 1.408 0.078 5.361
C 2.488 -0.194 6.194
C 3.322 -1.266 5.924
C 3.077 -2.072 4.818
C 2.013 -1.798 3.976
C -1.112 0.950 3.833
C -0.814 2.258 3.450
C -1.485 3.331 4.020
C -2.484 3.101 4.954
C -2.804 1.802 5.324
C -2.118 0.729 4.774
H -4.460 -1.515 2.676
H -6.640 -0.377 2.800
H -7.170 1.455 1.217
H -5.489 2.179 -0.429
H -2.445 3.702 -2.711
H -2.433 6.116 -2.252
H -2.769 6.953 0.053
H -3.084 5.339 1.906
H -3.110 2.929 1.455
H -4.726 2.925 -2.626
H -5.764 2.419 -4.801
H -5.164 0.352 -6.013
H -3.528 -1.226 -5.033
H -2.494 -0.722 -2.843
H -3.423 -3.657 1.374
H -3.226 -5.177 3.340
H -1.748 -4.539 5.225
H -0.449 -2.462 5.133
H 0.752 0.910 5.585
H 2.671 0.432 7.059
H 4.162 -1.477 6.575
H 3.719 -2.917 4.603
H 1.828 -2.426 3.113
H -0.060 2.420 2.689
H -1.238 4.341 3.718
H -3.021 3.934 5.390
H -3.589 1.623 6.048
H -2.364 -0.282 5.073
O 2.711 -0.201 -0.016
S 4.180 -0.074 -0.055
C 4.487 1.713 0.190
C 3.716 2.584 -0.789
C 3.513 4.008 -0.259
C 2.356 4.165 0.724
S 0.646 3.866 0.105
O 0.459 2.401 0.003
C 0.877 4.470 -1.570
C 0.865 3.578 -2.629
C 1.014 4.074 -3.917
C 1.165 5.436 -4.136
C 1.162 6.320 -3.064
C 1.010 5.836 -1.774
C 4.631 -0.175 -1.799
C 5.970 -0.265 -2.153
C 6.312 -0.405 -3.489
C 5.316 -0.476 -4.456
C 3.979 -0.404 -4.089
C 3.632 -0.252 -2.753
H 5.565 1.882 0.158
H 4.154 1.870 1.221
H 2.748 2.121 -0.990
H 4.253 2.623 -1.738
H 3.363 4.695 -1.092
H 4.427 4.345 0.243
H 2.332 5.179 1.131
H 2.423 3.477 1.571
H 0.718 2.516 -2.458
H 1.009 3.388 -4.754
H 1.279 5.814 -5.144
H 1.270 7.383 -3.234
H 0.982 6.517 -0.931
H 6.740 -0.239 -1.389
H 7.354 -0.476 -3.775
H 5.585 -0.602 -5.497
H 3.197 -0.475 -4.835
H 2.592 -0.207 -2.452
C 4.030 -3.873 -2.574
O 2.619 -3.806 -2.722
C 1.954 -4.928 -3.072
C 2.521 -6.066 -3.635
C 1.724 -7.157 -3.958
C 0.359 -7.138 -3.724
C -0.212 -6.008 -3.155
C 0.575 -4.916 -2.838
N 0.023 -3.790 -2.169
C -0.019 -2.549 -2.582
C 0.219 -1.970 -3.830
C 0.362 -2.695 -5.043
C 0.453 -2.053 -6.242
C 0.402 -0.638 -6.281
C 0.290 0.102 -5.142
C 0.230 -0.509 -3.844
O 0.201 0.185 -2.793
H 4.330 -2.916 -2.154
H 4.528 -4.008 -3.538
H 4.304 -4.674 -1.886
H 3.585 -6.115 -3.809
H 2.187 -8.034 -4.391
H -0.254 -7.994 -3.970
H -1.273 -5.964 -2.943
H -0.177 -3.911 -1.177
H -0.308 -1.890 -1.781
H 0.371 -3.777 -5.018
H 0.543 -2.616 -7.161
H 0.451 -0.138 -7.241
H 0.244 1.183 -5.174
B 2.042 -4.831 0.568
C 1.218 -3.499 0.655
N 0.589 -2.528 0.694
H 1.389 -5.621 -0.091
H 2.200 -5.241 1.699
H 3.106 -4.583 0.033
```

Values from the calculation:
molecular weight: 1183.30 g/mol
charge: 0
energy relative to the best compared isomer or geometry (same formula, charge and spin): 0.0 kJ/mol
DFT total energy: -5578.0955 hartree